{"formula": "C26H48BClIO6S2", "method": "wB97M-V/def2-TZVPD", "e_homo_ev": -5.57, "orbital_gap_ev": 7.40, "multiplicity": 1, "fmax_ev_per_a": 3.04, "charge": -1, "elements": ["C", "C", "B", "C", "C", "O", "C", "S", "C", "C", "C", "C", "C", "C", "C", "C", "C", "C", "C", "C", "C", "I", "C", "C", "C", "C", "S", "O", "O", "Cl", "O", "H", "H", "H", "H", "H", "H", "H", "H", "H", "H", "H", "H", "H", "H", "H", "H", "H", "H", "H", "H", "H", "H", "H", "H", "H", "H", "H", "H", "H", "H", "H", "H", "H", "H", "H", "H", "C", "C", "O", "H", "H", "H", "H", "H", "H", "C", "C", "O", "H", "H", "H", "H", "H", "H"], "coordinates": [[-3.15979, -3.80011, 3.79383], [-2.05458, -3.96088, 3.31867], [-0.68766, -3.88521, 2.39964], [-0.25681, -5.38045, 1.98708], [0.26970, -6.44281, 1.72965], [0.28661, -3.11551, 3.19910], [0.91715, -2.16536, 2.37313], [2.33335, -3.10856, 1.61024], [1.46709, -1.16453, 3.42244], [1.73906, 0.27664, 2.95849], [2.37131, 0.43697, 1.55499], [1.77167, 1.64210, 0.82859], [2.77845, 2.39995, -0.07995], [2.22508, 2.52762, -1.50557], [2.23617, 1.18134, -2.23821], [3.65028, 0.74774, -2.62842], [3.60617, -0.72236, -3.13538], [-0.21113, -1.73179, 1.37654], [0.19785, -1.52978, -0.11353], [-0.54556, -2.40584, -1.10311], [-0.20629, -1.92554, -2.55531], [0.88251, -3.38457, -3.67760], [-1.25439, -0.79580, 1.97123], [-2.34906, -0.35088, 0.98789], [-2.36258, 1.18540, 0.92204], [-3.36356, 1.77878, -0.06945], [-4.97354, 0.99557, -0.11777], [-5.40347, 0.55059, 1.15744], [-5.90303, 1.91795, -0.68274], [-4.85735, -0.56416, -1.45225], [-0.94375, -2.96890, 1.29145], [-4.08428, -3.80494, 4.29419], [0.73275, -7.35980, 1.51562], [2.44706, -4.05168, 2.55582], [2.41261, -1.56312, 3.76504], [0.81061, -1.14821, 4.28480], [0.87193, 0.92178, 3.03499], [2.45140, 0.70210, 3.66457], [3.42263, 0.67214, 1.69873], [2.34207, -0.46189, 0.95336], [0.92891, 1.36269, 0.19800], [1.37365, 2.37722, 1.52101], [3.77593, 1.97498, -0.05092], [2.86855, 3.42059, 0.28661], [1.20455, 2.90038, -1.41700], [2.76827, 3.29783, -2.05129], [1.57403, 1.20908, -3.10249], [1.84200, 0.43890, -1.54363], [4.02773, 1.43756, -3.37793], [4.26358, 0.75762, -1.73600], [2.58923, -0.97884, -3.41440], [3.90863, -1.36481, -2.31856], [4.24956, -0.83714, -4.00110], [-0.02971, -0.49169, -0.38323], [1.26464, -1.67241, -0.27009], [-0.26829, -3.44724, -1.03966], [-1.62303, -2.36044, -1.01156], [0.35095, -0.99864, -2.47137], [-1.11496, -1.69254, -3.09409], [-1.73439, -1.30740, 2.79424], [-0.79930, 0.10107, 2.39958], [-3.30337, -0.73749, 1.32061], [-2.19935, -0.70501, -0.02874], [-1.37712, 1.48806, 0.57567], [-2.48078, 1.56782, 1.93064], [-2.95210, 1.82209, -1.07047], [-3.58683, 2.80640, 0.19713], [-6.11647, -1.78363, -5.49037], [-4.75819, -1.41067, -6.05397], [-4.30210, -0.18105, -5.49923], [-6.84455, -0.99923, -5.69983], [-6.47786, -2.72126, -5.91668], [-6.06460, -1.89289, -4.40456], [-4.81311, -1.27930, -7.13387], [-4.02310, -2.19388, -5.83994], [-4.24323, -0.30453, -4.54688], [4.07469, 6.45445, 3.37707], [3.11683, 5.46500, 2.73777], [3.34740, 4.14233, 3.21060], [5.10696, 6.17194, 3.16803], [3.90385, 7.46541, 3.00253], [3.95413, 6.46154, 4.46315], [3.25339, 5.44619, 1.65746], [2.07906, 5.74568, 2.94938], [3.21674, 4.14691, 4.16323]], "forces_ev_per_a": [[0.79, -0.42, -0.02], [-0.22, 0.28, -0.42], [-1.18, 0.46, 0.93], [0.85, -0.11, -0.25], [-0.63, 0.91, 0.26], [0.29, -0.11, -0.16], [-0.23, -0.51, 2.29], [0.39, 0.41, -1.09], [0.26, 0.94, -0.91], [0.55, -0.48, -0.12], [-0.18, 0.92, 0.66], [0.68, 0.26, -0.69], [-0.95, 0.48, -0.18], [0.17, -0.35, 0.15], [0.41, 0.63, 0.49], [-1.02, -0.89, -0.19], [0.09, 1.17, 0.13], [-0.47, -2.93, -0.66], [-0.34, 1.00, 0.60], [0.35, -0.02, -1.47], [-0.40, 0.11, 1.08], [-0.13, 0.20, -0.03], [0.41, 0.98, -0.11], [0.34, 0.47, 0.01], [-0.17, -0.81, -0.22], [0.58, -0.25, 0.37], [-1.44, 1.52, 0.34], [0.83, -1.22, 0.80], [0.21, 0.46, -1.33], [0.33, 0.04, 0.26], [0.03, -0.48, -0.63], [-0.49, 0.13, 0.18], [0.18, -0.53, -0.14], [-0.36, 0.23, 0.09], [0.15, -0.27, 0.13], [-0.35, -0.10, -0.01], [-0.35, -0.11, -0.05], [0.02, 0.14, 0.18], [0.26, -0.19, -0.01], [-0.13, -0.10, -0.08], [-0.16, -0.28, 0.06], [0.00, -0.06, 0.43], [0.10, -0.22, -0.06], [0.22, 0.10, 0.26], [-0.19, 0.04, -0.03], [0.20, -0.02, -0.26], [0.02, -0.08, -0.20], [-0.16, -0.17, -0.04], [0.29, 0.06, -0.04], [0.36, 0.36, 0.01], [0.00, -0.13, -0.16], [0.09, -0.42, -0.06], [0.15, -0.35, -0.03], [0.20, 0.14, -0.04], [0.11, -0.04, 0.03], [0.01, -0.19, 0.48], [-0.15, -0.02, 0.33], [0.45, -0.08, -0.46], [-0.06, -0.20, -0.38], [0.14, -0.32, 0.22], [0.07, 0.05, -0.09], [-0.20, -0.03, 0.03], [0.13, -0.28, 0.02], [0.18, 0.21, 0.04], [-0.28, 0.27, 0.06], [-0.18, -0.32, -0.34], [-0.46, 0.13, 0.05], [-0.07, -0.01, -0.04], [-0.03, -0.01, 0.39], [0.04, 0.04, -0.21], [0.01, 0.00, -0.06], [0.00, -0.01, 0.04], [0.02, -0.09, -0.01], [0.07, 0.11, 0.01], [-0.06, -0.09, -0.13], [0.01, 0.09, 0.05], [0.05, 0.00, -0.03], [0.01, -0.03, 0.38], [0.04, 0.02, -0.22], [-0.01, 0.01, -0.06], [0.00, 0.00, 0.03], [-0.07, 0.06, -0.01], [-0.02, -0.11, 0.00], [0.00, 0.11, -0.13], [-0.02, -0.08, 0.02]], "lowdin_charge": [0.0433, 0.0147, -0.9379, 0.0045, 0.0536, -0.0645, -0.6315, 0.8251, -0.1552, -0.1813, -0.1727, -0.1924, -0.1911, -0.2140, -0.2298, -0.2370, -0.1085, -0.3519, -0.1451, -0.2727, -0.6186, 0.7696, -0.0714, -0.1823, -0.2079, -0.2559, 0.3281, -0.3061, -0.3584, 0.3948, -0.0251, -0.0180, -0.0128, -0.0985, 0.0904, 0.1207, 0.0798, 0.1021, 0.1072, 0.0605, 0.0723, 0.1004, 0.0968, 0.0838, 0.1024, 0.1027, 0.1140, 0.0796, 0.1013, 0.0910, -0.0130, 0.0710, 0.0638, 0.0964, 0.0746, 0.0784, 0.0979, 0.0079, 0.0257, 0.1234, 0.0983, 0.0999, 0.0792, 0.0999, 0.1203, 0.1025, 0.1045, -0.0929, -0.3222, -0.0886, 0.0753, 0.0720, 0.0612, 0.1085, 0.1089, 0.0493, -0.0960, -0.3272, -0.0847, 0.0750, 0.0713, 0.0703, 0.1017, 0.1095, 0.0797]}